No. 1
{
  "formula": "C7H28BrN14O7",
  "method": "ωB97M-V with the def2-TZVPD basis set",
  "symbols": ["Br", "C", "O", "N", "N", "H", "H", "H", "H", "C", "O", "N", "N", "H", "H", "H", "H", "C", "O", "N", "N", "H", "H", "H", "H", "C", "O", "N", "N", "H", "H", "H", "H", "C", "O", "N", "N", "H", "H", "H", "H", "C", "O", "N", "N", "H", "H", "H", "H", "C", "O", "N", "N", "H", "H", "H", "H"],
  "coordinates": [[-0.294401, 0.104317, -0.789828], [2.786782, 0.087837, 2.601801], [2.473794, 1.313174, 2.523548], [2.552122, -0.745034, 1.609394], [3.390641, -0.558282, 3.598645], [2.479060, -1.744472, 1.735401], [2.100741, -0.370445, 0.787180], [3.535610, 0.057094, 4.386293], [3.562937, -1.552264, 3.549454], [-0.799190, -3.528685, 1.167922], [-1.005343, -4.604802, 1.813980], [0.320607, -2.867037, 1.302766], [-1.572978, -2.853437, 0.314261], [0.931291, -3.037072, 2.089058], [0.530584, -2.235829, 0.542779], [-1.330318, -1.965188, -0.100752], [-2.291352, -3.413601, -0.121919], [3.627353, -1.652149, -1.952637], [4.595266, -2.326414, -2.250150], [2.552088, -2.102830, -1.313701], [3.451535, -0.375471, -2.274740], [2.493218, -3.025901, -0.908025], [1.672526, -1.606641, -1.297166], [4.231090, -0.040130, -2.822411], [2.925891, 0.303186, -1.742545], [-0.166379, 1.397753, -4.830126], [-0.344343, 1.899347, -5.916422], [0.803534, 0.516790, -4.479619], [-0.735217, 1.894891, -3.743051], [0.860702, 0.285810, -3.498045], [1.495377, 0.198914, -5.143243], [-0.489423, 1.435674, -2.877722], [-1.359818, 2.651987, -3.981349], [-1.310676, 0.214117, 3.520166], [-2.083703, 0.326706, 4.433572], [-0.418137, -0.655484, 3.389184], [-1.177026, 1.019578, 2.481963], [0.273125, -0.633689, 2.653124], [-0.091328, -1.080426, 4.245170], [-0.689663, 0.588455, 1.709485], [-1.653538, 1.905932, 2.395820], [-0.550354, 4.061126, 0.102904], [-0.723815, 5.276092, 0.094322], [0.451771, 3.440436, 0.541198], [-1.454731, 3.218209, -0.161347], [0.740477, 2.523407, 0.231681], [1.156187, 4.161050, 0.609104], [-2.206246, 3.611742, -0.709485], [-1.236351, 2.248891, -0.342533], [-4.481907, -0.300073, -0.268355], [-5.619831, -0.829697, -0.265155], [-3.613818, -0.523091, 0.654754], [-4.051246, 0.362370, -1.308664], [-2.734764, -0.121202, 0.361752], [-3.734840, -1.430887, 1.080620], [-3.069569, 0.594681, -1.358058], [-4.704006, 0.480670, -2.070255]],
  "forces_ev_per_a": [[0.432, -0.216, -0.136], [-0.928, 3.339, -0.553], [1.155, -2.783, 0.758], [-1.160, -1.419, -2.935], [0.434, 1.041, 1.921], [0.338, 0.373, -0.119], [-0.054, -0.066, 0.089], [0.296, -0.839, 0.364], [0.172, 0.540, 0.440], [-0.878, -3.395, 2.268], [-0.367, 2.582, -1.931], [3.414, 1.349, 0.423], [-2.572, -1.404, -1.106], [-0.220, -0.126, -0.434], [0.454, 0.282, 0.677], [0.120, -0.144, 0.067], [-0.139, 0.392, -0.016], [0.088, -1.179, 0.177], [0.361, -0.020, -0.068], [-2.185, -1.832, 1.901], [1.133, 2.607, -1.622], [0.456, 0.058, -0.403], [0.199, 0.276, -0.265], [-0.196, 0.433, 0.170], [0.020, -0.377, -0.004], [1.849, 0.954, -0.129], [-0.235, -0.420, -1.584], [0.549, -1.210, -0.406], [-1.347, 0.356, 0.743], [0.471, -0.338, -0.408], [-0.355, 0.015, 0.285], [-0.899, 0.863, 0.441], [-0.105, -0.179, 1.029], [-2.924, 4.001, 0.149], [-1.170, 0.211, 1.702], [5.734, -7.129, 1.242], [-0.958, 2.666, -2.520], [-0.222, 0.192, 0.345], [-0.289, -0.386, -0.220], [-0.192, 1.116, -0.262], [-0.105, -0.449, -0.208], [-1.971, 3.971, 0.008], [0.422, 0.722, -0.241], [7.641, -0.457, 2.317], [-6.743, -3.187, -2.955], [-0.157, 0.105, 0.168], [1.026, -0.719, 0.578], [-0.287, -0.332, 0.171], [-0.038, 0.120, 0.072], [-5.318, -2.718, -1.239], [0.771, 0.787, 0.105], [2.310, -0.024, 2.361], [0.717, 2.147, -2.320], [0.666, -0.795, 1.205], [0.597, 0.369, 0.413], [-0.277, 0.138, -0.632], [0.465, 0.137, 0.128]],
  "lowdin_charge": [0.25, -0.72, -0.01, 0.14, 0.16, 0.08, 0.04, 0.12, 0.11, -0.69, -0.02, 0.13, 0.15, 0.11, 0.01, -0.05, 0.12, -0.75, 0.03, 0.15, 0.16, 0.11, -0.02, 0.11, 0.09, -0.75, 0.02, 0.15, 0.14, 0.02, 0.11, -0.05, 0.12, -0.82, 0.05, 0.17, 0.16, 0.06, 0.13, -0.02, 0.11, -0.87, 0.02, 0.19, 0.15, 0.05, 0.13, 0.12, -0.05, -0.77, -0.03, 0.17, 0.17, 0.01, 0.12, 0.04, 0.12],
  "de_lowest_ev": 4.169,
  "homo_lumo_gap_ev": 9.1,
  "homo_ev": -7.245,
  "lumo_energy_ha": 0.069,
  "total_charge": -1,
  "max_force_ev_per_a": 9.2
}

=====

No. 2
{
  "formula": "C7H28ClN10O7",
  "method": "ωB97M-V with the def2-TZVPD basis set",
  "symbols": ["Cl", "C", "O", "H", "H", "H", "H", "C", "O", "H", "H", "H", "H", "C", "O", "N", "N", "H", "H", "H", "H", "C", "O", "N", "N", "H", "H", "H", "H", "C", "O", "N", "N", "H", "H", "H", "H", "C", "O", "N", "N", "H", "H", "H", "H", "C", "O", "N", "N", "H", "H", "H", "H"],
  "coordinates": [[6.853419, -21.988408, 9.889939], [5.742087, -19.185173, 12.388256], [5.983661, -18.735571, 11.054850], [5.230485, -20.136956, 12.256020], [6.666057, -19.250274, 12.964262], [5.176942, -18.452636, 12.964416], [6.321164, -19.459264, 10.517092], [9.628546, -24.418107, 9.933131], [9.460918, -23.392478, 10.882078], [8.905861, -24.453622, 9.115906], [10.648986, -24.352355, 9.554002], [9.516253, -25.402998, 10.394371], [8.573459, -23.023435, 10.794222], [4.746335, -25.351858, 10.223802], [4.078500, -26.344683, 10.375765], [5.731219, -25.192830, 9.300192], [4.609163, -24.275023, 11.007146], [6.164899, -24.278178, 9.309716], [6.149041, -26.015992, 8.901705], [5.315040, -23.628293, 10.681376], [3.937285, -24.108801, 11.732426], [7.123511, -23.137950, 6.124570], [7.631032, -23.998471, 6.811535], [6.853724, -23.284232, 4.825227], [6.783751, -21.899783, 6.479446], [7.182408, -24.112112, 4.354928], [6.340841, -22.597390, 4.301783], [6.254865, -21.351098, 5.825445], [6.688330, -21.792914, 7.480822], [6.136635, -22.469314, 14.331888], [6.272605, -22.795811, 15.507126], [7.086909, -21.867344, 13.587031], [5.052968, -22.616262, 13.557659], [8.021505, -21.721898, 13.931286], [6.989118, -21.817655, 12.581201], [5.137667, -22.276540, 12.615019], [4.201413, -23.041154, 13.883401], [9.838642, -19.937199, 8.054814], [10.560123, -19.205398, 7.416961], [10.245789, -21.107969, 8.601521], [8.606662, -19.712517, 8.478094], [11.209579, -21.376302, 8.490045], [9.558249, -21.784408, 8.894577], [8.108058, -18.885121, 8.190657], [8.142738, -20.547740, 8.817194], [9.454466, -19.053299, 12.033971], [9.739133, -18.636552, 13.155870], [9.427977, -18.237685, 10.994240], [9.190208, -20.318698, 11.767755], [9.524363, -17.279444, 11.289272], [9.071476, -18.528861, 10.094966], [8.961023, -20.637688, 10.839653], [9.266245, -20.998300, 12.504409]],
  "forces_ev_per_a": [[-0.227, 0.095, 0.141], [0.582, -0.017, -0.628], [-0.100, 1.002, 0.009], [-0.128, -0.035, 0.888], [0.154, -0.539, -0.184], [-0.548, 0.010, -0.551], [-0.004, -0.316, 0.330], [0.116, -0.835, 0.103], [0.017, 0.257, 0.088], [0.022, 0.669, -0.155], [-0.052, -0.016, -0.238], [0.160, -0.084, 0.281], [-0.226, -0.068, -0.109], [-0.490, -0.853, 0.525], [-0.718, -1.682, -0.252], [-0.103, 0.212, -0.163], [1.076, 1.498, -0.570], [0.672, -0.520, -0.676], [0.018, 0.346, -0.108], [-0.599, 1.185, 1.313], [0.094, -0.344, -0.331], [0.161, -0.218, -0.380], [0.254, -0.258, 0.541], [-0.050, -1.521, -2.602], [-0.080, 1.221, 1.959], [-0.178, 0.139, 0.056], [0.180, -0.210, -0.028], [-0.043, 0.188, 0.504], [-0.238, 0.515, 0.033], [0.986, -0.155, 1.008], [-0.435, 0.116, -0.538], [1.677, 0.547, -0.515], [-1.778, -0.392, -0.351], [-0.332, -0.166, 0.378], [0.132, 0.080, 0.175], [-0.513, -0.203, 0.064], [0.259, 0.084, 0.060], [1.816, -0.681, 0.267], [0.244, 0.817, -0.570], [1.068, -1.064, -0.109], [-2.387, 1.147, 0.156], [-0.274, -0.142, -0.107], [0.395, -0.253, 0.145], [-0.136, -0.366, -0.253], [-0.844, 0.608, 0.066], [0.552, 0.567, 1.603], [-0.013, -0.147, 0.482], [0.109, 1.600, -1.190], [-0.550, -2.202, -0.189], [-0.136, 0.008, -0.571], [0.092, 0.279, 0.202], [0.151, -0.039, 0.243], [0.198, 0.135, -0.253]],
  "lowdin_charge": [0.15, -0.15, -0.16, 0.05, 0.06, 0.08, -0.01, -0.18, -0.18, 0.05, 0.07, 0.07, -0.08, -0.74, 0.01, 0.15, 0.14, -0.01, 0.11, -0.03, 0.09, -0.74, 0.03, 0.14, 0.15, 0.11, 0.09, 0.10, 0.00, -0.69, 0.01, 0.15, 0.15, 0.10, 0.02, 0.05, 0.11, -0.74, 0.03, 0.17, 0.11, 0.11, 0.05, 0.13, -0.05, -0.75, -0.01, 0.18, 0.18, 0.11, 0.06, 0.02, 0.09],
  "de_lowest_ev": 1.462,
  "homo_lumo_gap_ev": 9.5,
  "homo_ev": -7.046,
  "lumo_energy_ha": 0.089,
  "total_charge": -1,
  "max_force_ev_per_a": 3.0
}

=====

No. 3
{
  "formula": "C7H28F6O7P",
  "method": "ωB97M-V with the def2-TZVPD basis set",
  "symbols": ["P", "F", "F", "F", "F", "F", "F", "C", "O", "H", "H", "H", "H", "C", "C", "O", "H", "H", "H", "H", "H", "H", "C", "C", "O", "H", "H", "H", "H", "H", "H", "C", "C", "O", "H", "H", "H", "H", "H", "H", "O", "H", "H", "O", "H", "H", "O", "H", "H"],
  "coordinates": [[-0.022680, -0.122493, 0.294699], [-0.430630, -0.372293, 1.798469], [-0.418250, -1.701723, -0.050561], [-1.424200, 0.457787, -0.246591], [0.437840, -0.038193, -1.202271], [0.381260, 1.457727, 0.462839], [1.529220, -0.599983, 0.689539], [2.011240, 2.444847, 3.422039], [3.342350, 2.750467, 3.751479], [1.319500, 2.985337, 4.068159], [1.769730, 2.751367, 2.404279], [1.936360, 1.357417, 3.421229], [3.537940, 3.185827, 4.584429], [-1.636840, 0.008927, -3.560391], [-0.533510, -0.496793, -4.456101], [-0.859660, -0.046703, -5.781531], [-1.518150, 1.066147, -3.323111], [-1.710050, -0.508423, -2.603791], [-2.617260, -0.085623, -4.027211], [-0.504890, -1.586153, -4.480091], [0.445250, -0.099093, -4.187861], [-0.141950, -0.425093, -6.294661], [-1.741050, -4.158343, 3.554359], [-1.978620, -2.658783, 3.280029], [-1.031510, -1.845253, 3.923489], [-0.776620, -4.551413, 3.232689], [-2.577560, -4.674443, 3.083189], [-1.776750, -4.403893, 4.615739], [-2.886530, -2.343263, 3.794079], [-1.961000, -2.434323, 2.213539], [-0.703040, -1.247533, 3.247889], [0.516670, 4.744897, -3.023401], [-0.040590, 3.399017, -2.328531], [0.092210, 3.477397, -0.922561], [0.390710, 5.573107, -2.326041], [-0.163740, 4.928047, -3.855021], [1.541670, 4.508787, -3.309281], [0.682110, 2.649867, -2.651921], [-1.093590, 3.129927, -2.411531], [-0.047880, 2.579567, -0.612941], [-2.746470, -3.009773, -0.695481], [-1.795940, -3.037523, -0.804891], [-2.902050, -2.244883, -0.141441], [1.837820, -2.323353, 2.679029], [1.037180, -2.563223, 3.145569], [1.543730, -1.732603, 1.985669], [3.994680, -1.594593, -0.430711], [4.359740, -1.646443, 0.452619], [3.333800, -0.904233, -0.377121]],
  "forces_ev_per_a": [[1.137, -0.475, -2.618], [-0.628, 0.978, 0.213], [-0.127, 0.767, 0.937], [-1.272, -0.901, 1.384], [1.383, 0.175, -1.732], [0.611, -1.260, 1.840], [-0.912, 0.685, -0.070], [-0.193, 0.073, 0.052], [1.557, 0.297, -0.522], [-0.258, -0.479, 0.184], [0.327, 0.208, -0.091], [-0.586, -0.005, 0.393], [-0.839, -0.121, -0.050], [-0.304, 0.198, 0.662], [-0.810, 0.255, -0.116], [0.498, -0.198, -0.121], [0.159, 0.003, -0.093], [0.282, -0.086, -0.077], [0.094, -0.196, -0.306], [0.096, -0.142, 0.276], [0.028, -0.089, 0.315], [-0.102, 0.214, -0.574], [-0.379, 0.480, 0.062], [0.144, -0.597, 0.985], [1.224, 0.137, 0.202], [-0.077, 0.220, -0.517], [0.204, -0.362, -0.159], [-0.188, 0.344, 0.176], [-0.778, -0.432, -0.723], [-0.402, -0.215, -0.054], [0.158, 0.160, 0.352], [-1.954, -1.952, 1.023], [1.270, 1.326, 0.510], [0.365, 1.027, 0.007], [0.395, -0.048, 0.016], [0.488, 0.149, -0.408], [-0.136, 0.621, -0.080], [-0.630, -0.621, -0.486], [0.024, 0.179, -1.425], [0.072, 0.139, 0.326], [-0.550, -0.462, -0.174], [0.270, 0.185, 0.062], [0.120, 0.239, 0.051], [0.337, -0.417, 0.406], [-0.245, -0.065, 0.309], [0.117, 0.141, -0.315], [0.414, -0.153, -0.357], [-0.032, -0.044, 0.249], [-0.372, 0.120, 0.075]],
  "lowdin_charge": [0.22, -0.11, -0.17, -0.14, -0.13, -0.16, -0.18, -0.16, -0.13, 0.08, 0.07, 0.08, 0.07, -0.08, -0.30, -0.10, 0.05, 0.05, 0.08, 0.11, 0.11, 0.07, -0.08, -0.31, -0.10, 0.07, 0.07, 0.06, 0.11, 0.10, 0.03, -0.06, -0.29, -0.11, 0.06, 0.05, 0.06, 0.10, 0.10, 0.01, -0.07, 0.01, 0.01, -0.06, 0.00, -0.03, -0.06, 0.03, 0.00],
  "homo_lumo_gap_ev": 10.0,
  "homo_ev": -7.048,
  "lumo_energy_ha": 0.107,
  "total_charge": -1,
  "max_force_ev_per_a": 2.9
}